DFT (ωB97M-V/def2-TZVPD) results for a gas-phase ion, C6H14N3 (charge +1) in a non-equilibrium geometry.

Last column: Löwdin charge in e.
Atoms and positions in Å:
C  1.295  -0.282  -0.037  -0.22
C  1.410  0.926  -0.534  -0.01
C  0.172  -1.187  -0.635  -0.03
C  -1.337  -0.751  -0.082  -0.39
C  2.189  -0.566  1.152  0.00
C  -1.124  1.229  1.186  -0.08
N  1.564  1.925  -1.262  0.24
N  -2.349  -1.405  -0.925  0.07
N  -1.230  0.685  -0.166  -0.14
H  0.138  -1.074  -1.697  0.10
H  0.383  -2.280  -0.333  0.14
H  -1.567  -1.149  0.932  0.15
H  1.437  -0.908  1.885  0.10
H  2.768  0.233  1.378  0.05
H  2.864  -1.461  0.966  0.13
H  -0.949  2.316  1.166  0.10
H  -1.946  0.829  1.740  0.08
H  -0.256  0.600  1.544  0.08
H  0.841  2.654  -1.298  0.16
H  2.410  2.271  -1.722  0.17
H  -2.284  -1.274  -1.906  0.07
H  -2.358  -2.367  -0.654  0.08
H  -2.072  1.035  -0.697  0.15

Gap between HOMO and LUMO in hartree: 0.320
Net charge: +1
F_max in hartree/bohr: 0.100
SMILES: CN[C@@H](N)CC(C)=C=[NH2+]


DFT (ωB97M-V/def2-TZVPD) results for a single C5H6O2 molecule.

Last column: Löwdin charge in e.
Atoms and positions in Å:
C  -1.851  0.968  0.262  -0.05
C  -0.994  -0.289  0.413  -0.47
O  -1.405  -1.249  -0.529  -0.02
C  0.434  0.142  0.459  0.10
O  1.112  -0.618  -0.420  -0.03
C  2.416  -0.359  -0.459  -0.20
C  3.590  -0.127  -0.492  0.14
H  -2.906  0.709  0.376  0.08
H  -1.704  1.395  -0.735  0.09
H  -1.572  1.712  1.012  0.08
H  -1.126  -0.669  1.448  0.16
H  -0.624  -1.722  -0.846  0.09
H  4.630  0.109  -0.490  0.04

Gap between HOMO and LUMO in hartree: 0.354
F_max in hartree/bohr: 0.012